No. 1
Here is a 8-piece molecular cluster, C24H50FNO13S5 overall from the Open Molecules 2025 dataset. Energies are from ωB97M-V/def2-TZVPD.

The HOMO-LUMO gap is 7.3648 eV. For the energy relative to the best compared isomer or geometry (same formula, charge and spin), the calculation gives 271.57 kJ/mol.

Cartesian coordinates (Å):
N -0.5073 -0.5161 -0.1039
H -0.4770 -1.4232 -0.6737
H -1.3251 0.0558 -0.3456
H 0.2221 0.0648 -0.3026
H -0.6511 -0.5607 0.9884
F -2.7100 -2.1608 0.5652
C -1.8252 5.5952 1.5164
C -2.2552 4.8353 0.2883
C -1.9018 5.3858 -1.0767
O -1.3289 4.2824 -1.6909
C -1.0962 3.1865 -0.8713
O -0.4688 2.2029 -1.1036
O -1.5386 3.4942 0.3241
H -2.2982 6.6801 1.4048
H -0.7123 5.8406 1.2829
H -2.1693 4.9969 2.3565
H -3.2581 4.5874 0.3953
H -0.9288 6.1267 -0.8483
H -3.0450 5.7585 -1.4641
C 3.4911 1.5403 4.0886
C 2.4902 2.7671 3.9909
C 2.4510 3.0387 2.4921
S 2.2115 1.4057 1.7134
O 2.8502 1.3472 0.3781
O 0.9643 0.9725 2.0366
C 3.3181 0.6474 2.8246
H 3.2408 0.8777 5.0519
H 4.5372 1.7192 4.3191
H 2.8101 3.6064 4.6841
H 1.6731 2.5224 4.2628
H 3.3538 3.4679 2.0554
H 1.7236 3.7481 2.0487
H 4.1094 0.7671 2.1335
H 3.2485 -0.5830 2.8499
C -2.2693 1.6110 2.7128
C -3.1697 0.3960 2.9616
C -4.4407 0.9687 3.6772
S -3.9118 2.4287 4.6529
O -4.0913 2.1072 6.0548
O -4.5268 3.5765 4.1206
C -2.1414 2.3502 4.1722
H -2.7881 2.4056 2.1372
H -1.3443 1.3491 2.4154
H -2.8048 -0.4422 3.3724
H -3.4154 -0.0352 1.9280
H -4.7420 0.1583 4.3684
H -5.1021 1.2423 2.9682
H -1.8233 1.6692 4.6460
H -1.9019 3.4829 4.2669
C 3.6986 -4.9782 0.6380
C 4.5752 -3.7574 0.4460
C 3.5653 -2.6383 -0.0370
S 1.9012 -3.1048 0.3895
O 1.1043 -3.3093 -0.7429
O 1.5462 -2.1325 1.4045
C 2.3226 -4.6158 1.1612
H 4.0669 -5.8282 1.2293
H 3.7520 -5.6124 -0.4278
H 5.4396 -3.9426 -0.1264
H 5.1871 -3.5356 1.3293
H 3.8008 -2.7918 -0.9945
H 3.9326 -1.7914 0.0262
H 1.6121 -5.4877 0.9332
H 2.3049 -4.5585 2.1744
C 2.0838 1.0898 -4.6648
C 3.3362 0.4372 -4.1308
C 3.0264 -0.7732 -3.2691
S 1.3280 -1.1953 -3.6709
O 0.4309 -0.6883 -2.7257
O 1.2965 -2.5963 -4.0696
C 1.1812 -0.1113 -5.0463
H 2.4069 1.6681 -5.4729
H 1.5478 1.7542 -3.7706
H 4.1538 1.1540 -3.8255
H 3.7594 -0.2099 -4.9828
H 3.0215 -0.4523 -2.1944
H 3.6095 -1.8437 -3.4521
H 0.4404 0.1162 -5.4958
H 1.6600 -0.9552 -5.6265
C -4.2495 -3.9576 -2.7771
C -2.8047 -4.6573 -3.0183
C -1.9184 -3.3924 -2.6508
S -2.6717 -1.9283 -3.2750
O -2.1261 -1.8985 -4.6506
O -2.5577 -0.7917 -2.4341
C -4.3187 -2.5442 -3.4232
H -4.4002 -3.7598 -1.7662
H -5.0594 -4.5538 -2.9188
H -2.6056 -4.7018 -4.0094
H -2.5166 -5.3283 -2.2417
H -0.8897 -3.5753 -2.9100
H -1.9347 -3.2025 -1.5938
H -4.6731 -2.6750 -4.4507
H -5.0910 -1.8881 -2.9111


No. 2
Here is a 8-piece molecular cluster, C24H50N6O12 overall from the Open Molecules 2025 dataset. Energies are from ωB97M-V/def2-TZVPD.

The HOMO-LUMO gap is 9.0021 eV. For the energy relative to the best compared isomer or geometry (same formula, charge and spin), the calculation gives 0.00 kJ/mol. Its SMILES is O=C1OCCO1.O=C1OCCO1.CNC(C)=O.CNC(C)=O.CNC(C)=O.CNC(C)=O.CNC(C)=O.CNC(C)=O.

Cartesian coordinates (Å):
O 0.4984 -2.5608 0.1242
C -0.0881 -1.5469 -0.0811
O -1.3970 -1.3666 0.1631
C -1.7689 -0.0159 -0.1067
C -0.4440 0.6636 -0.5301
O 0.4650 -0.4376 -0.6165
H -2.5151 0.0028 -0.8995
H -2.2026 0.4304 0.7864
H -0.1053 1.3220 0.2673
H -0.5440 1.1606 -1.4852
O 1.8616 2.4054 -1.5974
C 2.4508 3.2398 -1.0003
O 2.4825 3.3256 0.3511
C 3.0468 4.5919 0.7105
C 3.8609 4.9680 -0.5401
O 3.1966 4.2168 -1.5654
H 2.2449 5.3048 0.9094
H 3.6589 4.4898 1.6022
H 4.8833 4.6028 -0.4653
H 3.7904 6.0240 -0.7702
C -2.9351 3.2054 1.9353
N -3.1571 3.2292 0.5102
C -3.0187 4.3687 -0.2089
C -3.2274 4.2182 -1.7025
O -2.7728 5.4468 0.3021
H -2.1914 3.9462 2.2175
H -2.5940 2.2129 2.2302
H -3.8442 3.4301 2.5019
H -3.3907 2.3723 0.0332
H -4.1594 4.7348 -1.9409
H -3.3387 3.1765 -2.0045
H -2.4182 4.6949 -2.2481
C -2.1257 -4.2525 1.7035
N -2.0747 -3.9149 3.1097
C -1.0701 -4.2385 3.9674
C 0.0443 -5.0811 3.4090
O -1.0753 -3.8798 5.1316
H -2.5474 -5.2399 1.4995
H -1.1426 -4.1546 1.2442
H -2.7231 -3.5115 1.1710
H -2.8794 -3.4724 3.5203
H 0.6402 -5.4340 4.2463
H 0.7044 -4.5546 2.7159
H -0.3308 -5.9390 2.8455
C 3.9983 0.0332 0.4530
N 5.2367 -0.5525 -0.0223
C 6.3482 0.1204 -0.4103
C 6.1956 1.6141 -0.6070
O 7.4150 -0.4250 -0.6054
H 4.1500 1.0385 0.8396
H 3.5921 -0.5895 1.2499
H 3.2365 0.0942 -0.3294
H 5.3307 -1.5522 0.1195
H 6.4019 2.1451 0.3257
H 5.1883 1.8851 -0.9386
H 6.8761 1.9712 -1.3739
C 6.1804 -4.2350 3.3316
N 4.9272 -4.2098 2.6051
C 4.8317 -3.8642 1.2963
C 3.4398 -3.8649 0.7167
O 5.8032 -3.5438 0.6277
H 6.9875 -4.0426 2.6310
H 6.3655 -5.2321 3.7395
H 6.1733 -3.5025 4.1361
H 4.0670 -4.3705 3.0975
H 3.4437 -4.5586 -0.1202
H 3.2096 -2.8672 0.3491
H 2.6625 -4.1118 1.4387
C 0.2808 0.7076 -4.0525
N -1.1129 1.1220 -3.9948
C -2.1293 0.2706 -3.7194
C -3.5173 0.8627 -3.8069
O -1.9382 -0.8949 -3.4073
H 0.5165 0.1102 -4.9325
H 0.5464 0.1110 -3.1794
H 0.8828 1.6119 -4.0220
H -1.3056 2.0817 -4.2164
H -3.5270 1.8779 -4.2068
H -3.9928 0.8719 -2.8246
H -4.1391 0.2403 -4.4504
C -5.3950 -1.5445 -0.9513
N -6.3905 -0.5112 -0.7287
C -5.9988 0.7713 -0.5710
C -7.0725 1.7759 -0.2631
O -4.8190 1.0938 -0.6722
H -4.8866 -1.3964 -1.9032
H -5.8716 -2.5199 -0.9400
H -4.6164 -1.5287 -0.1824
H -7.2668 -0.7948 -0.3267
H -6.8083 2.3947 0.5886
H -8.0453 1.3100 -0.0926
H -7.2018 2.4132 -1.1405


No. 3
Here is a 6-piece molecular cluster, C24H51BBrF6O26P6 overall from the Open Molecules 2025 dataset. Energies are from ωB97M-V/def2-TZVPD.

The HOMO-LUMO gap is 3.5273 eV. As for the charge: -1.

Cartesian coordinates (Å):
C -3.6420 0.3581 -1.8658
C -2.5626 -0.0481 -1.4980
C -1.2463 -0.6626 -0.9004
O -0.4630 -1.5081 -1.7409
B 0.8898 -1.4413 -1.1161
C 1.5077 -2.8704 -0.5020
O 2.1688 -3.5430 -1.2855
C 1.2204 -3.3165 1.0039
F 1.6199 -2.2333 1.8148
F -0.1752 -3.4157 1.2056
C 1.9973 -4.6031 1.4997
F 3.3113 -4.2423 1.8238
F 1.9591 -5.6694 0.6064
C 1.3858 -5.1945 2.8728
F 0.8874 -4.2133 3.7099
F 2.4707 -5.8079 3.5130
C 0.3343 -6.3433 2.5397
O 0.5283 -7.4264 3.0542
O -0.7612 -6.1914 1.7060
O 0.9840 -0.2322 -0.2912
C -0.3201 0.2676 0.0486
P -0.5852 2.1324 0.0492
O -2.1876 2.4885 0.5249
Br 0.6832 2.9455 1.7771
H -4.6966 0.5533 -2.1694
H -1.6823 -1.4182 -0.1605
H 1.5876 -1.2228 -2.0775
H -1.1093 -7.1074 1.5953
H -0.5181 -0.1748 1.0863
H -2.1891 2.8194 1.4504
C -5.7403 4.3034 2.8899
O -4.7487 4.4202 1.8859
P -5.0335 4.7648 0.2382
O -3.6857 5.4447 0.1256
O -6.2141 5.8487 0.6356
C -5.9022 7.0081 1.3866
O -5.3770 4.9907 -1.4151
C -5.4499 6.3122 -1.9115
H -5.4979 3.4423 3.5181
H -5.6965 5.1860 3.5310
H -6.7469 4.1876 2.4823
H -4.8662 7.0224 1.7274
H -6.5721 7.0653 2.2494
H -6.0874 7.8907 0.7673
H -4.6304 6.9302 -1.5422
H -6.4091 6.7622 -1.6475
H -5.3882 6.2622 -2.9999
C -6.0118 -1.1606 5.9242
O -5.5726 0.1159 5.4978
P -4.8539 1.3040 6.4953
O -4.0550 1.8276 5.3139
O -4.0179 0.1402 7.3086
C -3.0716 -0.6752 6.6327
O -4.2055 2.4867 7.5375
C -2.8051 2.5005 7.7515
H -6.9807 -1.3680 5.4640
H -5.3136 -1.9122 5.5526
H -6.1004 -1.2386 7.0097
H -3.0587 -0.5013 5.5563
H -3.3001 -1.7258 6.8310
H -2.0773 -0.4726 7.0396
H -2.2509 2.3812 6.8199
H -2.5241 1.7186 8.4589
H -2.5461 3.4643 8.1926
C 5.8522 7.0725 -1.4861
O 5.0883 6.6715 -0.3645
P 4.2358 5.1964 -0.2229
O 4.4229 5.1897 1.2794
O 5.4547 4.3834 -0.9885
C 6.7447 4.3032 -0.4079
O 3.2849 3.7890 -0.2087
C 3.8564 2.5830 0.2730
H 5.6424 8.1247 -1.6933
H 6.9113 7.0015 -1.2317
H 5.6427 6.4778 -2.3777
H 6.8358 4.9012 0.4996
H 7.4867 4.6344 -1.1405
H 6.9608 3.2574 -0.1711
H 4.4186 2.7384 1.1951
H 4.4996 2.1413 -0.4885
H 3.0438 1.8838 0.4734
C 4.8985 2.4039 -3.1549
O 3.7443 1.7214 -3.6144
P 3.5464 1.0671 -5.1774
O 2.6265 -0.0240 -4.6864
O 5.1199 0.5723 -5.1996
C 5.5723 -0.4183 -4.2909
O 3.3872 0.6520 -6.8214
C 3.8147 -0.6319 -7.2329
H 4.5840 3.2765 -2.5890
H 5.4403 1.7538 -2.4655
H 5.5570 2.7159 -3.9694
H 4.8099 -0.7024 -3.5639
H 6.4567 -0.0440 -3.7668
H 5.8754 -1.3044 -4.8561
H 3.4812 -1.4103 -6.5451
H 4.9020 -0.6549 -7.3282
H 3.3849 -0.8264 -8.2172
C -0.4961 -5.6953 -1.1268
O -1.1777 -6.9102 -1.4084
P -1.5338 -7.5046 -2.9617
O -1.4707 -8.9462 -2.5008
O -0.0814 -6.9814 -3.5292
C 1.1287 -7.5360 -3.0407
O -2.0235 -7.8897 -4.5441
C -1.1542 -8.6667 -5.3443
H -1.0078 -5.1933 -0.3075
H 0.5051 -5.9313 -0.7817
H -0.4453 -5.0256 -1.9878
H 0.9697 -8.2338 -2.2176
H 1.7845 -6.7252 -2.7119
H 1.6341 -8.0570 -3.8593
H -0.7391 -9.5106 -4.7917
H -0.3497 -8.0444 -5.7402
H -1.7316 -9.0499 -6.1876


No. 4
Here is a 4-piece molecular cluster, C24H51BN2O15P3 overall from the Open Molecules 2025 dataset. Energies are from ωB97M-V/def2-TZVPD.

The HOMO-LUMO gap is 7.2961 eV. As for the charge: +1.

Cartesian coordinates (Å):
C 0.4495 -4.7277 0.9980
C 0.2057 -3.9784 -0.2837
C -1.3437 -3.5504 -0.6086
N -2.2146 -4.3354 -1.5669
C -3.6766 -3.9730 -1.9029
B -4.4175 -4.9364 -3.0107
N -5.7190 -5.6955 -2.8285
O -3.6944 -5.1074 -4.3201
C -4.3766 -2.6495 -1.1700
C -3.5118 -1.7326 -0.1104
C -4.1001 -0.3964 0.6851
O -4.6279 -0.6551 1.9132
O -4.0332 0.9819 0.1718
C -4.9814 1.8793 0.8505
C -6.5387 1.4810 0.4435
C -6.6075 1.5295 -1.2000
C -1.9385 -2.2049 0.1429
C -0.8848 -1.3783 1.1407
C 0.1426 -0.5800 0.0896
C 1.7224 -0.9581 0.3284
C -0.0658 1.0683 0.1415
H 1.1182 -5.6893 0.9745
H 0.0388 -4.3756 2.0380
H 1.1517 -3.7231 -0.9244
H -1.7877 -5.1839 -2.0471
H -6.3671 -5.5866 -3.6392
H -6.1791 -5.5072 -1.9111
H -4.4002 -4.9203 -5.0126
H -5.4927 -2.3402 -1.4163
H -4.8157 1.9579 2.0247
H -4.8209 2.9917 0.4489
H -7.3467 2.1956 0.8969
H -6.7906 0.3889 0.8111
H -7.6144 2.0503 -1.5531
H -5.7205 2.1892 -1.6470
H -6.5042 0.4288 -1.6102
H -0.3134 -2.1241 1.8497
H -1.4921 -0.5509 1.7154
H -0.1174 -0.8953 -1.0285
H 2.2143 -1.4161 -0.6514
H 1.7874 -1.8157 1.1466
H 2.3412 -0.0187 0.7009
H -0.7575 1.3839 -0.7726
H 0.9962 1.5864 -0.0055
H -0.5811 1.4090 1.1429
C -0.7006 -3.7610 -5.3535
O 0.6052 -3.8974 -5.8737
P 1.8376 -3.7038 -4.8553
O 1.8545 -4.6501 -3.6977
O 1.7603 -2.1466 -4.4487
C 1.6428 -1.1772 -5.4692
O 3.1270 -3.7845 -5.8180
C 4.3865 -3.5789 -5.2119
H -1.3018 -4.6157 -5.6718
H -0.7031 -3.7077 -4.2612
H -1.1445 -2.8467 -5.7566
H 0.6243 -0.7812 -5.4659
H 1.8639 -1.5887 -6.4584
H 2.3388 -0.3624 -5.2610
H 4.5003 -2.5254 -4.9437
H 5.1679 -3.8458 -5.9281
H 4.4959 -4.2033 -4.3214
C -0.7926 2.6293 5.8655
O -1.6163 3.5535 5.1861
P -1.1276 4.0648 3.7393
O -0.9452 2.9882 2.7178
O 0.2013 4.9175 4.0608
C 0.1584 5.8942 5.0802
O -2.2191 5.1866 3.3571
C -2.0182 5.8814 2.1435
H -1.4057 1.7951 6.2142
H 0.0061 2.2443 5.2254
H -0.3477 3.1272 6.7314
H 0.7099 5.5246 5.9482
H -0.8656 6.1331 5.3818
H 0.6415 6.8029 4.7161
H -1.1712 6.5649 2.2445
H -2.9156 6.4642 1.9206
H -1.8372 5.1838 1.3216
C 7.7097 1.8917 -0.0411
O 6.5029 1.6417 0.6484
P 5.9214 2.8167 1.5838
O 5.6247 4.0993 0.8749
O 7.0075 2.9394 2.7678
C 7.4282 1.7680 3.4354
O 4.6532 2.1254 2.2977
C 3.9585 2.9032 3.2508
H 7.5833 1.6176 -1.0910
H 8.0078 2.9419 0.0219
H 8.4970 1.2702 0.3943
H 8.4448 1.5245 3.1167
H 6.7742 0.9159 3.2283
H 7.4316 1.9588 4.5103
H 4.5643 3.0091 4.1543
H 3.0278 2.3916 3.5094
H 3.7181 3.8900 2.8464


What are the HOMO energy values for these records? In order: -7.314 -8.805 -4.913 -11.823 eV.